# 1
A molecular structure, C27H19Cl2F6N3O5PS2W in a non-equilibrium geometry. Source: OMol25; level of theory: ωB97M-V with the def2-TZVPD basis set.

Each line ends with the Mulliken charge.
Positions of all 66 atoms, in Å:
W1 -0.1000 0.5240 -0.0173  1.548
F1 0.3191 -1.2235 4.4351  -0.174
C1 1.5297 -1.2779 3.9124  0.627
F2 2.4573 -1.0824 4.8051  -0.142
F3 1.7130 -2.3966 3.2584  -0.150
S1 1.6529 0.1472 2.6942  1.099
O1 0.3352 0.0182 1.8832  -0.514
O2 1.7582 1.3784 3.3781  -0.566
N1 2.8638 -0.2455 1.7627  -0.422
S2 2.6581 -0.1294 0.2347  0.928
O3 1.8927 1.1541 -0.0804  -0.754
O4 1.8792 -1.1784 -0.4061  -0.581
C2 4.4022 0.0475 -0.4874  0.588
F4 5.0596 -1.0259 -0.1502  -0.125
F5 4.9212 1.1287 0.0170  -0.134
F6 4.2282 0.1388 -1.7846  -0.149
O5 0.1762 1.4589 -2.1997  -0.479
N2 -0.3143 0.1533 -2.0374  0.284
C3 -0.7003 -0.5753 -3.0150  -0.475
C4 -1.2327 -1.8944 -2.8499  0.257
C5 -1.4477 -2.6040 -4.0337  -0.907
C6 -1.9011 -3.9151 -4.0023  -0.944
C7 -2.1345 -4.5163 -2.7801  -0.702
C8 -1.9253 -3.8130 -1.5867  -0.442
C9 -1.4884 -2.4993 -1.5994  0.739
P1 -1.3836 -1.7174 0.0418  0.617
C10 -0.6431 -2.9671 1.0889  1.318
C11 0.4293 -3.7303 0.6066  -0.614
C12 0.8832 -4.8089 1.3436  -0.882
C13 0.2779 -5.1311 2.5551  -0.696
C14 -0.7792 -4.3725 3.0363  -0.707
C15 -1.2481 -3.2878 2.3079  -0.677
C16 -3.0374 -1.3691 0.6392  1.057
C17 -4.1603 -1.8651 -0.0168  -0.990
C18 -5.4191 -1.6607 0.5358  -0.765
C19 -5.5519 -0.9773 1.7353  -0.803
C20 -4.4282 -0.4814 2.3897  -0.754
C21 -3.1725 -0.6696 1.8433  -0.325
H1 -0.3975 1.9913 -2.7855  0.404
H2 -0.5951 -0.1694 -4.0205  0.544
H3 -1.2452 -2.1277 -4.9854  0.466
H4 -2.0624 -4.4574 -4.9238  0.468
H5 -2.4847 -5.5394 -2.7355  0.499
H6 -2.1162 -4.3140 -0.6467  0.644
H7 0.8829 -3.5133 -0.3522  0.461
H8 1.6977 -5.4125 0.9665  0.524
H9 0.6271 -5.9862 3.1188  0.470
H10 -1.2584 -4.6361 3.9696  0.508
H11 -2.0989 -2.7309 2.6734  0.503
H12 -4.0741 -2.3972 -0.9542  0.374
H13 -6.2942 -2.0401 0.0261  0.477
H14 -6.5333 -0.8296 2.1659  0.464
H15 -4.5343 0.0457 3.3286  0.513
H16 -2.3019 -0.2881 2.3680  0.396
Cl1 -4.4228 1.5031 -0.6690  -0.079
C22 -3.5860 2.7586 0.1449  0.683
C23 -4.2149 3.9386 0.4812  -0.570
C24 -3.4869 4.9546 1.0974  -0.492
C25 -2.1232 4.8294 1.3714  -0.757
C26 -1.5004 3.6545 1.0389  0.959
Cl2 0.1889 3.4197 1.2944  -0.053
C27 -2.2246 2.5952 0.4477  -0.489
N3 -1.5346 1.4632 0.1631  0.430
H17 -5.2635 4.0695 0.2532  0.507
H18 -3.9893 5.8767 1.3587  0.437
H19 -1.5691 5.6364 1.8295  0.524

Charge = +3
Frontier orbital gap = 6.18 eV

=====

# 2
A molecular structure, C27H19Cl5N6Ru in a non-equilibrium geometry. Source: OMol25; level of theory: ωB97M-V with the def2-TZVPD basis set.

Each line ends with the Löwdin spin population.
Positions of all 58 atoms, in Å:
Ru1 0.7773 -0.3341 -1.6514  0.641
C1 1.1906 -2.4719 4.6442  0.000
C2 0.6604 -1.8878 3.3647  0.000
C3 0.2946 -0.5422 3.2864  0.001
C4 -0.1271 0.0191 2.0993  0.007
C5 -0.2256 -0.7463 0.9370  0.018
N1 -0.5362 -0.1296 -0.3212  0.160
C6 -1.6366 0.7481 -0.3316  0.000
C7 -2.7692 0.3933 0.4167  0.021
C8 -3.9034 1.1718 0.4288  -0.005
C9 -3.9896 2.3365 -0.3343  0.023
C10 -5.2451 3.1623 -0.3618  0.004
C11 -2.8893 2.6809 -1.0969  -0.003
C12 -1.7260 1.9142 -1.0862  0.022
N2 -0.6205 2.3921 -1.8458  0.002
C13 -0.3861 3.6590 -2.2303  0.001
C14 0.7556 3.6727 -2.9990  0.003
C15 1.1661 2.3477 -3.0351  0.006
N3 0.3206 1.5678 -2.3511  -0.002
C16 0.0940 -2.0979 1.0275  0.003
C17 0.5557 -2.6540 2.2167  0.000
N4 -0.0186 -2.9361 -0.1128  0.000
C18 -0.2471 -4.2631 -0.1434  -0.003
C19 -0.1570 -4.6747 -1.4528  0.000
C20 0.1339 -3.5138 -2.1669  -0.003
N5 0.2067 -2.4605 -1.3570  -0.002
H1 0.6846 -2.0438 5.5087  0.000
H2 2.2572 -2.2644 4.7525  0.000
H3 1.0582 -3.5525 4.6711  0.000
H4 0.3653 0.0829 4.1684  0.000
H5 -0.3729 1.0718 2.0495  0.000
H6 -2.7397 -0.5190 0.9968  0.001
H7 -4.7506 0.8589 1.0265  -0.001
H8 -5.8288 3.0172 0.5457  0.000
H9 -5.8769 2.8841 -1.2075  0.002
H10 -5.0213 4.2248 -0.4528  0.000
H11 -2.9365 3.5618 -1.7236  -0.001
H12 -1.0375 4.4585 -1.9262  0.000
H13 1.2213 4.5263 -3.4577  0.000
H14 2.0250 1.9131 -3.5191  0.003
H15 0.8594 -3.6933 2.2323  0.000
H16 -0.4820 -4.8040 0.7568  0.000
H17 -0.2970 -5.6697 -1.8355  0.000
H18 0.2725 -3.3867 -3.2275  0.000
Cl1 3.1228 -2.1792 -1.0788  0.008
C21 3.1603 -0.7325 -0.1195  0.022
C22 2.2097 0.2652 -0.3706  -0.013
C23 2.3205 1.4015 0.4415  0.019
Cl2 1.2202 2.7181 0.3128  0.008
C24 3.2928 1.5113 1.4414  -0.006
Cl3 3.3619 2.9046 2.4434  -0.004
C25 4.2045 0.4836 1.6572  0.024
Cl4 5.3902 0.6083 2.8882  0.009
C26 4.1420 -0.6537 0.8625  -0.006
Cl5 5.2456 -1.9443 1.1042  -0.004
N6 0.4011 -0.8113 -4.8758  0.010
C27 0.7086 -0.7473 -3.7661  0.033
H19 0.1412 -0.8438 -5.8427  0.000

Spin multiplicity = 2
Charge = +1
Frontier orbital gap (alpha / beta) = 6.69 / 6.41 eV
⟨S²⟩ = 0.763

=====

The records above yield relative energy (zero: lowest compared OMol25 entry of this formula, charge and spin) values of 0.000; 1.372 eV, respectively.